# 1
Entry from the OMol25 dataset: a cluster of 5 separate species, C25H51F4N4O4P in total (ωB97M-V/def2-TZVPD).

Structure (XYZ):
```
89
Properties=species:S:1:pos:R:3:forces:R:3
C 2.296659 -1.173229 2.259354 -0.1 0.0 -0.1
C 1.296405 -1.932879 3.145316 0.1 0.1 0.1
C -0.100160 -1.310192 3.114291 0.0 0.3 -0.2
C -0.928655 -1.540333 1.831955 -0.1 -0.1 0.1
C -0.831195 -2.941830 1.204178 0.1 0.0 0.1
C 0.220383 -3.051601 0.098022 0.1 -0.2 0.2
C 0.132596 -4.360504 -0.709079 0.0 0.2 0.0
C 0.549557 -4.222836 -2.190242 0.1 0.0 0.0
C 1.872196 -4.923272 -2.564424 -0.1 0.0 0.1
P 3.456943 -4.017355 -2.329045 -0.2 0.1 0.1
F 3.004082 -3.081392 -1.076128 0.2 -0.1 0.0
C 3.371243 -2.784564 -3.699334 0.0 -0.1 -0.2
C 2.307134 -1.683083 -3.736391 0.1 -0.1 0.0
C 2.285685 -0.810540 -2.525380 -0.4 -0.3 -0.2
F 3.453971 -0.494560 -1.961824 0.5 0.4 -0.1
C 1.191048 -0.289524 -2.017187 0.2 0.3 0.2
F -0.013900 -0.636146 -2.396854 -0.8 0.0 -0.5
F 1.129019 0.649985 -1.094521 0.2 -0.1 0.4
H 2.738348 -0.335001 2.805531 0.0 -0.1 -0.1
H 3.108328 -1.814269 1.903218 0.0 0.1 0.1
H 1.804025 -0.754200 1.374645 0.1 -0.1 0.0
H 1.648951 -1.905586 4.182235 0.0 -0.1 -0.1
H 1.275127 -2.993506 2.871959 -0.1 0.1 0.0
H 0.041465 -0.223982 3.210193 -0.1 -0.1 0.1
H -0.681852 -1.601236 3.993302 0.2 -0.2 -0.1
H -0.678085 -0.780504 1.080372 0.1 -0.2 0.0
H -1.979837 -1.366900 2.090230 0.1 0.1 0.0
H -0.583212 -3.665589 1.992739 -0.1 0.0 -0.1
H -1.811840 -3.245895 0.817394 0.1 0.1 -0.1
H 1.208465 -2.989957 0.561262 0.0 0.2 -0.2
H 0.125545 -2.191742 -0.578939 -0.1 -0.2 0.2
H 0.752176 -5.123175 -0.225437 -0.2 0.0 0.0
H -0.904055 -4.712404 -0.668448 0.1 0.0 0.0
H -0.234526 -4.645250 -2.826207 0.1 0.0 0.1
H 0.600945 -3.156537 -2.429354 -0.1 -0.2 0.0
H 1.866028 -5.230526 -3.618381 0.1 0.0 0.1
H 1.968740 -5.839641 -1.970132 -0.1 0.0 -0.2
H 3.236832 -3.418379 -4.587298 0.1 0.1 0.0
H 4.366667 -2.339542 -3.794515 -0.1 0.0 0.1
H 2.508197 -1.044706 -4.606789 0.0 -0.1 0.1
H 1.308518 -2.096730 -3.890510 0.1 0.1 0.0
C -2.946069 -3.102627 8.815289 0.0 0.0 0.0
N -2.067260 -2.265889 8.027175 0.0 0.0 0.0
C -1.396023 -2.585952 6.888991 0.0 -0.1 0.0
C -1.566949 -3.988226 6.347416 0.0 0.0 0.0
O -0.686035 -1.767911 6.329565 0.0 0.0 0.1
H -3.950419 -2.678813 8.867243 0.0 0.0 0.0
H -2.569979 -3.218615 9.833202 0.0 0.0 0.0
H -3.018914 -4.089038 8.368179 0.0 0.0 0.0
H -1.910748 -1.318094 8.333464 0.0 0.0 0.0
H -0.968041 -4.069033 5.444959 0.0 0.0 0.0
H -1.229484 -4.733621 7.068505 0.0 0.0 0.0
H -2.610443 -4.193191 6.105003 0.0 0.0 0.0
C 2.996385 2.697048 -2.499027 0.2 0.0 -0.1
N 4.325851 2.587541 -3.063545 0.0 0.0 0.0
C 5.066944 3.548268 -3.678184 -0.1 0.0 0.0
C 4.449784 4.924621 -3.802819 0.0 0.0 0.0
O 6.179999 3.302775 -4.108791 0.0 0.0 0.0
H 3.012341 2.459180 -1.435369 -0.1 0.0 0.0
H 2.314562 2.007855 -2.998783 -0.1 0.0 0.0
H 2.613616 3.704480 -2.628558 0.0 0.0 0.0
H 4.788401 1.693053 -3.004656 0.0 0.0 0.0
H 5.165543 5.562548 -4.311950 0.0 0.0 0.0
H 3.524730 4.891017 -4.379835 0.0 0.0 0.0
H 4.226882 5.346468 -2.821987 0.0 0.0 0.0
C -2.171301 1.066754 -0.646096 -0.1 0.0 0.1
N -3.274741 1.924593 -0.261760 -0.1 0.0 0.0
C -4.309101 2.358296 -1.035825 0.2 -0.2 -0.1
C -4.326711 1.896797 -2.471353 0.0 0.0 0.0
O -5.147481 3.117058 -0.572287 0.0 0.1 0.0
H -2.154021 0.154783 -0.046225 -0.1 0.1 -0.1
H -1.218932 1.581745 -0.516269 0.0 0.0 0.0
H -2.267684 0.789037 -1.689820 0.0 0.0 0.0
H -3.312018 2.256327 0.689787 0.0 0.0 0.0
H -5.182874 2.341706 -2.968217 0.0 0.0 0.0
H -3.418125 2.243280 -2.963180 0.0 0.0 -0.1
H -4.386062 0.809523 -2.538958 0.0 0.0 0.0
C -2.733412 6.464307 -0.148205 0.0 0.0 0.0
N -2.892436 5.459219 -1.175466 0.1 -0.1 -0.1
C -2.490554 5.510569 -2.470839 -0.2 0.1 0.2
C -1.796332 6.769614 -2.939577 0.0 0.0 0.0
O -2.703599 4.574927 -3.227329 0.1 0.0 -0.1
H -2.165867 6.074006 0.698645 0.0 0.0 0.0
H -3.703430 6.804088 0.218357 0.0 0.0 0.0
H -2.200441 7.323214 -0.544900 0.0 0.0 0.0
H -3.393081 4.614685 -0.934662 -0.1 0.1 0.0
H -1.555029 6.643765 -3.990615 0.0 0.0 0.0
H -2.441790 7.640559 -2.821766 0.0 0.0 0.0
H -0.877616 6.946412 -2.378701 0.0 0.0 0.0
```
Positions in Å, forces in eV/Å.

Calculated values
lowest unoccupied orbital energy = 0.0174 Ha
HOMO energy = -9.1 eV
F_max = 0.89 eV Å⁻¹
frontier orbital gap = 0.351 Ha
SMILES = CCCCCCCCCP(F)CCC(F)=C(F)F.CNC(C)=O.CNC(C)=O.CNC(C)=O.CNC(C)=O
electronic energy = -2244.0191 a.u.
spin multiplicity = 1

# 2
Entry from the OMol25 dataset: a structure of composition C25H51KO19 (ωB97M-V/def2-TZVPD).

Structure (XYZ):
```
96
Properties=species:S:1:pos:R:3:forces:R:3
K 15.064046 32.028874 9.655561 -0.4 0.3 -0.8
C 13.259626 32.151733 5.467907 1.8 0.7 1.1
O 14.183601 33.066382 6.055914 -1.4 -1.5 0.1
H 12.496141 31.682169 6.088152 -0.9 0.5 1.0
H 12.718120 32.521090 4.597026 0.0 0.3 -0.5
H 13.728565 31.201356 5.213008 0.8 -0.4 -0.9
C 9.696562 27.307574 9.568277 1.2 -0.1 -0.9
C 10.946553 26.815468 10.305541 -0.7 1.2 0.8
O 12.096183 26.465896 9.472996 -2.8 -1.6 1.7
C 12.835505 27.380351 8.940020 0.2 2.9 -0.1
O 12.777031 28.593767 9.040527 -0.5 -0.3 0.5
O 13.707484 26.761379 8.234838 3.5 -1.2 -2.1
C 14.672094 27.446837 7.346085 -1.4 0.7 -0.1
H 8.796469 27.346002 10.181829 0.3 -0.1 0.2
H 9.536390 26.595881 8.758378 -0.3 0.1 -0.2
H 9.913082 28.292856 9.155452 -0.3 0.0 -0.2
H 10.576117 26.000546 10.927448 1.1 -0.7 -0.4
H 11.253726 27.587968 11.010517 0.3 0.0 -0.1
H 15.143963 28.369770 7.683165 -0.1 -0.3 1.1
H 14.077421 27.851095 6.526906 0.1 -0.5 -0.4
H 15.443817 26.747832 7.023692 -0.5 -0.2 0.2
C 9.033777 27.404261 3.688331 -2.5 -0.7 -0.3
C 10.152045 28.264427 3.382451 2.8 0.4 -0.9
O 10.057343 28.969946 2.061369 0.4 -0.4 -0.1
C 10.713562 28.479526 0.980499 1.9 -2.5 -0.6
O 11.313736 27.370935 0.903343 -2.1 3.6 0.4
O 10.676394 29.394365 -0.048752 -1.0 -0.5 1.6
C 11.160370 29.044407 -1.344143 0.9 -0.8 0.1
H 8.889290 26.702571 2.866837 0.1 -0.3 0.1
H 8.088506 27.938659 3.783166 -0.1 0.2 0.1
H 9.176641 26.864912 4.624709 0.2 0.0 -0.1
H 11.024791 27.611417 3.380052 0.3 0.2 -0.6
H 10.401963 28.977322 4.168207 -0.5 0.6 -0.5
H 10.723726 29.656986 -2.132936 -0.3 0.3 0.6
H 10.990305 27.997845 -1.596895 -0.2 0.0 0.3
H 12.239089 29.200827 -1.347563 0.0 0.0 -0.1
C 10.094066 39.526987 0.530220 -1.4 -0.3 2.4
C 10.226270 39.293562 2.141442 1.3 -1.1 -2.0
O 11.647308 38.954881 2.412558 0.2 -1.6 1.0
C 12.054024 37.602304 2.392972 4.4 -0.7 -0.1
O 13.195299 37.144496 2.725135 -4.6 2.8 -0.7
O 11.185983 36.860609 1.745740 -0.8 -1.6 -0.6
C 11.407154 35.429547 1.285092 -0.1 1.0 0.8
H 10.101094 38.581992 -0.012950 0.5 0.0 0.2
H 10.752391 40.275124 0.088634 0.3 -0.2 0.5
H 9.073843 39.890748 0.407983 -0.1 0.2 -0.2
H 9.646165 38.472533 2.562721 -0.2 -0.3 -0.9
H 9.874785 40.110128 2.772142 0.9 0.6 -0.3
H 11.071320 34.724070 2.045094 -0.8 0.4 0.0
H 12.414025 35.037692 1.140962 0.4 1.2 -0.2
H 10.818455 35.464681 0.368407 0.1 -0.5 0.2
C 3.317946 28.089701 6.115124 0.7 -1.0 0.1
C 3.482258 29.228926 5.190362 0.0 0.8 -1.6
O 4.745044 29.888928 5.469006 -0.1 -1.1 1.2
C 5.211156 30.755748 4.621937 0.0 2.6 -2.0
O 4.576025 31.288166 3.710768 1.2 -1.1 1.3
O 6.506949 31.056315 4.947194 -0.6 0.1 0.3
C 7.177634 32.048473 4.153335 -0.9 0.5 -1.7
H 4.064824 27.335155 5.868249 0.4 0.1 0.3
H 2.411121 27.516968 5.920855 -0.4 0.6 0.3
H 3.457921 28.411198 7.147193 -0.4 -0.3 0.0
H 2.645827 29.927829 5.195226 0.2 0.3 0.4
H 3.548191 28.901868 4.152677 -0.1 -0.2 -0.1
H 7.445655 31.588700 3.202091 0.6 -0.2 0.2
H 8.003651 32.596546 4.606562 0.1 -1.0 0.7
H 6.533753 32.858553 3.810868 -0.7 -0.2 0.4
C 12.067759 38.516844 12.458517 -0.5 0.0 -0.2
C 12.546393 37.121648 12.086852 0.3 -0.8 -0.2
O 11.749505 36.472700 11.036926 -0.6 -0.7 0.3
C 11.572504 35.122547 11.072808 1.4 -0.5 1.4
O 12.285933 34.305113 11.671936 -0.9 1.7 -1.0
O 10.496766 34.800311 10.377192 -0.3 1.8 0.2
C 10.135775 33.469043 10.195236 0.9 -1.9 -1.0
H 12.612674 38.835498 13.347119 0.2 -0.1 0.0
H 11.010651 38.577724 12.717169 -0.1 -0.4 0.0
H 12.217076 39.272675 11.687457 0.2 -0.2 -0.2
H 12.570389 36.445655 12.941583 -0.2 0.1 0.1
H 13.572938 37.168311 11.723360 0.0 0.0 -0.1
H 10.910254 32.818328 10.601243 -0.2 0.0 0.3
H 10.161132 33.282703 9.121582 -0.2 0.1 -0.1
H 9.158575 33.162380 10.568241 0.0 0.7 0.3
C 15.674314 30.625190 1.180547 1.0 0.5 -1.0
C 16.884511 31.532485 0.763393 -0.6 -0.8 1.3
O 16.423417 32.564095 -0.089008 0.1 -3.6 -0.9
C 16.229519 33.753730 0.280707 1.6 4.3 2.7
O 16.338542 34.252161 1.410069 -0.9 -1.2 -2.5
O 16.166013 34.414823 -0.889484 -1.0 1.8 -1.0
C 15.825156 35.817354 -0.938252 0.3 0.5 0.5
H 15.947996 29.858604 1.905493 0.1 0.3 0.1
H 15.316967 30.107003 0.290673 -0.1 0.0 0.0
H 14.878034 31.270494 1.551518 0.1 -0.1 0.2
H 17.673002 31.046527 0.188742 -0.3 -0.4 0.0
H 17.361619 31.926047 1.660929 -0.2 0.4 0.0
H 14.754198 36.004275 -0.859511 0.0 -0.3 0.5
H 16.101569 36.315058 -1.867763 0.3 -1.0 -0.5
H 16.402306 36.396360 -0.217308 -0.4 -0.3 0.5
```
Positions in Å, forces in eV/Å.

Calculated values
lowest unoccupied orbital energy = -0.0386 Ha
HOMO energy = -5.1 eV
F_max = 5.42 eV Å⁻¹
frontier orbital gap = 0.150 Ha
electronic energy = -3012.4656 a.u.
ΔE to the lowest compared entry with this formula, charge and spin = 573.4 kJ/mol
spin multiplicity = 1